Computed, not measured: one molecule with the formula C3H7N3 in a non-equilibrium geometry, with ωB97M-V/def2-TZVPD.

Output
**Energy relative to the best compared isomer or geometry (same formula, charge and spin)**: 17.0 kcal/mol
**HOMO energy**: -8.488 eV

```
! RIJCOSX wB97M-V def2-TZVPD def2/J DEFGRID3
* xyz 0 1
H 0.70469 1.65445 2.22451
N 0.70971 1.78851 1.19671
C 0.15738 0.70548 0.65838
N -0.38225 -0.43290 1.38297
C 0.02754 0.68783 -0.78328
C -0.07137 -0.44952 -1.50413
N -0.36352 -1.77280 -1.10446
H -1.22266 -0.75760 0.99011
H -0.41142 -0.34453 2.42276
H 0.33285 1.53818 -1.39400
H 0.13209 -0.43848 -2.59511
H 0.05247 -2.06205 -0.29397
H -0.01700 -2.33235 -1.90666
*
```

Löwdin atomic charge list, values in e, 6 entries:
1. H 0.029
2. N 0.082
3. C -0.462
4. N 0.084
5. C -0.094
6. C -0.186


Computed, not measured: C3H7N3 as an isolated structure, with ωB97M-V/def2-TZVPD.

Output
**Energy relative to the best compared isomer or geometry (same formula, charge and spin)**: 137.6 kcal/mol
**HOMO energy (spin up / spin down)**: -6.663 / -6.828 eV

```
! RIJCOSX wB97M-V def2-TZVPD def2/J DEFGRID3
* xyz 0 1
C 1.18085 0.23090 0.87711
N 0.70558 -0.57047 -0.93553
N 0.19542 0.35946 -1.74367
C -0.18686 -0.87025 0.12638
N -2.37081 0.24272 0.70244
C -1.51509 -0.48068 0.14419
H 0.71503 0.46795 -2.60106
H -0.82740 0.40130 -1.79966
H -1.97597 0.84234 1.45010
H 0.04327 -1.83533 0.57214
H 2.15560 -0.24122 0.92806
H 0.67953 0.23494 1.84646
H 1.20084 1.21835 0.43305
*
```

Löwdin atomic charge list, values in e, 6 entries:
1. C 0.045
2. N -0.079
3. N 0.026
4. C -0.327
5. N 0.054
6. C -0.242


Computed, not measured: C3H7N3 as an isolated structure in a non-equilibrium geometry, with ωB97M-V/def2-TZVPD.

Output
**Energy relative to the best compared isomer or geometry (same formula, charge and spin)**: 76.7 kcal/mol
**HOMO energy (spin up / spin down)**: -8.750 / -8.751 eV

```
! RIJCOSX wB97M-V def2-TZVPD def2/J DEFGRID3
* xyz 0 1
N 0.76172 -1.31146 1.30518
C -0.50469 -0.75440 0.81345
C -0.35965 0.71695 0.49672
N 0.56181 0.89928 -1.71015
C -0.48399 1.16296 -0.82555
N -1.64361 1.60571 -0.70698
H 0.59489 -2.23042 1.71066
H 1.42297 -1.44697 0.54497
H -1.22929 -0.82779 1.62408
H -0.91325 -1.28403 -0.06268
H 0.24078 1.29918 1.19541
H 0.33869 0.36156 -2.52340
H 1.15433 1.69676 -1.87063
*
```

Löwdin atomic charge list, values in e, 6 entries:
1. N -0.007
2. C -0.281
3. C -0.056
4. N 0.116
5. C -0.661
6. N 0.265


Computed, not measured: one molecule with the formula C3H7N3O, with ωB97M-V/def2-TZVPD.

Output
**Energy relative to the best compared isomer or geometry (same formula, charge and spin)**: 5.9 kcal/mol
**HOMO energy**: -9.617 eV

```
! RIJCOSX wB97M-V def2-TZVPD def2/J DEFGRID3
* xyz 0 1
H -4.13899 -0.18333 -0.39244
N -3.36154 -0.03574 0.25029
C -2.30922 -0.21757 -0.44222
N -1.06808 -0.05578 0.19367
C 0.20617 0.06287 -0.37881
O 0.40236 0.13805 -1.57936
N 1.20624 0.09009 0.56507
C 2.61346 0.16827 0.21289
H -2.28721 -0.47060 -1.50672
H -1.15846 -0.10303 1.19966
H 0.97729 0.04089 1.54546
H 2.68536 0.22270 -0.87680
H 3.15524 -0.72254 0.56322
H 3.07738 1.06572 0.64608
*
```

Löwdin atomic charge list, values in e, 6 entries:
1. H 0.038
2. N 0.073
3. C -0.268
4. N 0.085
5. C -0.543
6. O 0.053


Computed, not measured: one molecule with the formula C3H7N3O in a non-equilibrium geometry, with ωB97M-V/def2-TZVPD.

Output
**Energy relative to the best compared isomer or geometry (same formula, charge and spin)**: 86.4 kcal/mol
**HOMO energy (spin up / spin down)**: -6.991 / -6.987 eV

```
! RIJCOSX wB97M-V def2-TZVPD def2/J DEFGRID3
* xyz 0 1
C 1.19926 0.75341 0.92610
N -0.79237 -0.69068 0.82349
C -0.70763 -0.28176 -0.43578
N -1.47851 -1.84802 0.99957
C 0.73520 1.12352 -1.64542
N 0.32188 0.72399 -0.49765
O -1.21176 -0.73132 -1.46354
H -2.03065 -1.84181 1.84517
H -1.96874 -2.17415 0.16731
H 0.51581 1.01712 1.72163
H 1.73293 -0.17442 1.11679
H 1.89105 1.55893 0.69183
H 0.26487 0.71284 -2.53154
H 1.52868 1.85235 -1.71793
*
```

Löwdin atomic charge list, values in e, 6 entries:
1. C 0.056
2. N -0.045
3. C -0.637
4. N 0.005
5. C 0.116
6. N -0.029


Computed, not measured: C3H7N3O as an isolated structure in a non-equilibrium geometry, with ωB97M-V/def2-TZVPD.

Output
**Energy relative to the best compared isomer or geometry (same formula, charge and spin)**: 191.1 kcal/mol
**HOMO energy**: -8.118 eV

```
! RIJCOSX wB97M-V def2-TZVPD def2/J DEFGRID3
* xyz 0 1
C -1.22919 -1.38605 0.23251
C -0.97958 1.01579 -0.29308
C 1.02346 -0.41805 -0.36543
H -2.31210 -0.81484 1.10635
H -1.76378 -1.92030 -0.95122
H -0.54556 -2.32390 0.93458
H -2.13408 0.87228 -0.68145
H -1.29359 2.91802 0.25067
H 1.54173 -1.46498 -0.47992
H 3.53035 0.88555 0.11334
N -0.30594 -0.14204 -0.15282
N -0.51804 2.14494 0.16857
N 1.86207 0.57840 0.02800
O 3.12426 0.05518 0.08989
*
```

Löwdin atomic charge list, values in e, 6 entries:
1. C -0.109
2. C -0.365
3. C -0.160
4. H 0.178
5. H 0.143
6. H 0.139


Computed, not measured: one molecule with the formula C3H7N3O, with ωB97M-V/def2-TZVPD.

Output
**Energy relative to the best compared isomer or geometry (same formula, charge and spin)**: 16.3 kcal/mol
**HOMO energy**: -9.857 eV

```
! RIJCOSX wB97M-V def2-TZVPD def2/J DEFGRID3
* xyz 0 1
H -0.58519 -2.77405 -1.92162
N 0.09163 -2.11269 -1.55107
C -0.24281 -0.93440 -1.87325
N 0.53825 0.14630 -1.39265
C -0.16608 0.73426 -0.31396
O -1.35927 0.97257 -0.37966
N 0.60265 0.90708 0.80862
C -0.05224 0.85107 2.10403
H -1.11092 -0.62020 -2.45308
H 1.42878 -0.23272 -1.08603
H 1.55232 0.56108 0.76948
H -1.11536 1.04275 1.94783
H 0.36064 1.60109 2.77996
H 0.05760 -0.14214 2.56141
*
```

Löwdin atomic charge list, values in e, 6 entries:
1. H 0.046
2. N 0.110
3. C -0.280
4. N 0.070
5. C -0.559
6. O 0.058


Computed, not measured: a 3-piece molecular cluster, C3H7N3O overall in a non-equilibrium geometry, with ωB97M-V/def2-TZVPD.

Output
**Energy relative to the best compared isomer or geometry (same formula, charge and spin)**: 130.3 kcal/mol
**HOMO energy**: -9.850 eV

```
! RIJCOSX wB97M-V def2-TZVPD def2/J DEFGRID3
* xyz 0 1
N 1.84526 -1.33626 -1.46449
C 0.95023 -1.16439 -0.64316
N 0.26968 -1.06867 0.37610
O 0.73987 -0.95002 1.65578
H 2.11739 -2.27024 -1.73736
H 1.71144 -0.92119 1.66674
C -0.03706 0.51472 -2.05317
N -1.03446 0.92336 -1.62569
H 0.79040 0.46335 -2.71938
C -1.47156 1.15296 1.32156
H -1.32314 0.95663 0.23721
H -2.23647 1.91952 1.38727
H -0.53997 1.51604 1.73805
H -1.78162 0.26420 1.86052
*
```

Löwdin atomic charge list, values in e, 6 entries:
1. N 0.144
2. C -0.316
3. N 0.004
4. O -0.013
5. H 0.080
6. H 0.111


Computed, not measured: one molecule with the formula C3H7N3O in a non-equilibrium geometry, with ωB97M-V/def2-TZVPD.

Output
**Energy relative to the best compared isomer or geometry (same formula, charge and spin)**: 59.3 kcal/mol
**HOMO energy**: -8.370 eV

```
! RIJCOSX wB97M-V def2-TZVPD def2/J DEFGRID3
* xyz 0 1
C 0.02615 -2.47744 0.93452
N -0.32919 -1.08017 0.78051
C 0.22432 -0.35361 -0.23999
O 0.85886 -0.81154 -1.16049
N -0.09083 1.02754 -0.16428
C 0.64580 1.93100 -0.82860
N -0.18688 3.08073 -0.99620
H 0.17033 -2.89997 -0.05855
H -0.78439 -3.00564 1.44260
H 0.96047 -2.61212 1.49403
H -0.60296 -0.58908 1.61896
H -0.87733 1.30749 0.42428
H -0.42855 2.65191 -1.91336
H 0.41419 3.83092 -1.33343
*
```

Löwdin atomic charge list, values in e, 6 entries:
1. C -0.076
2. N 0.003
3. C -0.552
4. O 0.078
5. N 0.032
6. C -0.129


Computed, not measured: a 2-piece molecular cluster, C3H7N3O2 overall in a non-equilibrium geometry, with ωB97M-V/def2-TZVPD.

Output
**Energy relative to the best compared isomer or geometry (same formula, charge and spin)**: 164.2 kcal/mol
**HOMO energy**: -9.296 eV

```
! RIJCOSX wB97M-V def2-TZVPD def2/J DEFGRID3
* xyz 0 1
C 0.13299 -0.77132 1.08853
C 0.62100 -1.38785 -0.22171
C 0.03719 1.85816 -0.33154
H -1.52409 0.88168 1.87532
H -1.76359 -1.28417 2.10695
H 0.73206 -1.26767 1.82316
H 0.81126 0.17168 1.11745
H 1.05658 -0.34918 -2.30758
H -1.46329 0.39232 -1.16916
H 1.15739 2.27498 -0.19305
N -1.26941 -0.47523 1.39848
N 0.45515 -0.38636 -1.24104
N -0.33292 0.71817 -1.04559
O 1.26578 -2.41898 -0.29282
O -0.73118 2.66778 0.26186
*
```

Löwdin atomic charge list, values in e, 6 entries:
1. C -0.296
2. C -0.437
3. C -0.339
4. H 0.257
5. H 0.135
6. H 0.095


no.,E (eV)
1,-7693.941
2,-7688.710
3,-7691.352
4,-9742.779
5,-9739.288
6,-9734.745
7,-9742.325
8,-9737.383
9,-9740.460
10,-11784.193